No. 1
An isolated molecule of C26H25N3O3 in a non-equilibrium geometry. Source: the OMol25 dataset; level of theory: ωB97M-V with the def2-TZVPD basis set.

Each line ends with the Löwdin charge.
Positions of all 57 atoms, in Å:
C  -2.619991  -5.285676  0.134383  -0.0695
N  -1.397424  -4.878339  0.784357  -0.2425
C  -1.069339  -5.597020  1.988268  -0.0848
C  -0.806671  -3.665888  0.486223  -0.2525
C  -0.645616  -2.658550  1.456107  0.0001
C  -0.274427  -1.372783  1.066916  -0.0510
C  0.204032  -1.156990  -0.223171  -0.2077
C  0.757002  0.182150  -0.709284  -0.1665
C  1.741913  0.810640  0.251544  -0.0981
C  2.052166  0.364382  1.539397  0.0049
N  3.115778  1.068906  2.059068  -0.1028
C  3.724956  0.835345  3.352459  -0.0207
C  3.608797  1.927172  1.072835  -0.1593
C  4.730632  2.747837  1.107046  -0.0215
C  5.070942  3.421388  -0.073579  -0.0914
C  4.334903  3.194929  -1.251543  -0.0852
C  3.205985  2.362543  -1.264792  -0.0536
C  2.811898  1.731282  -0.091570  -0.1493
C  -0.267893  1.054170  -1.426394  -0.0027
C  -1.753324  0.534292  -1.496860  -0.2497
O  -2.049488  -0.649233  -1.668160  0.1032
C  -2.836502  1.515320  -1.489989  -0.1699
C  -2.580243  2.778798  -2.077449  -0.0963
C  -3.587309  3.783126  -2.033706  -0.0664
C  -4.785595  3.520820  -1.393303  -0.0846
C  -5.064650  2.228840  -0.907170  -0.0856
C  -4.100005  1.221328  -0.977237  -0.0150
N  -0.177856  2.554122  -0.959894  -0.1951
O  0.923544  3.104449  -0.846254  0.0736
O  -1.215457  3.261548  -0.761354  0.0318
C  0.159136  -2.195927  -1.164758  -0.0450
C  -0.405203  -3.410889  -0.848344  -0.0076
H  -2.836643  -4.636078  -0.719820  0.0902
H  -2.520805  -6.323522  -0.202554  0.0829
H  -3.458420  -5.234829  0.846210  0.0851
H  -0.062670  -5.334032  2.330757  0.0924
H  -1.789856  -5.395453  2.791788  0.0812
H  -1.100656  -6.670035  1.771306  0.0833
H  -0.912477  -2.867051  2.493204  0.1116
H  -0.333963  -0.548667  1.778420  0.1162
H  1.400859  -0.116637  -1.560777  0.1453
H  1.612513  -0.433755  2.129120  0.1159
H  4.470350  1.615488  3.530685  0.0774
H  2.957003  0.868600  4.135434  0.0928
H  4.222274  -0.145865  3.400118  0.0960
H  5.295631  2.856946  2.029725  0.0967
H  5.900511  4.129908  -0.084596  0.0983
H  4.637580  3.677344  -2.185315  0.0994
H  2.668662  2.185959  -2.193270  0.1089
H  0.056967  1.086838  -2.493607  0.1778
H  -1.789493  2.865953  -2.823231  0.1296
H  -3.361535  4.755679  -2.471329  0.1070
H  -5.539958  4.303635  -1.288377  0.1048
H  -6.029933  2.009436  -0.441987  0.0997
H  -4.299528  0.209375  -0.611512  0.1223
H  0.526889  -2.011624  -2.181396  0.1261
H  -0.517983  -4.179721  -1.612775  0.1194

Forces on the atoms, in the same order (eV/Å):
C 0.2 0.0 0.0
N 0.3 -0.8 0.0
C -0.1 0.2 0.0
C 0.2 0.9 -0.4
C -0.5 -0.2 -0.3
C 0.4 -0.3 -0.2
C 0.0 0.2 -0.2
C 1.5 -1.3 -0.2
C 0.9 -0.6 1.2
C -0.1 0.8 -0.7
N 0.1 0.2 -0.6
C -0.1 -0.1 0.0
C -0.5 -1.0 -0.2
C 0.1 0.5 -0.5
C -0.3 -0.3 0.5
C -0.6 -0.3 -0.2
C 1.4 0.3 -0.3
C 0.5 -0.2 1.0
C -0.9 1.1 -0.6
C -1.2 -1.5 -0.5
O 1.3 1.6 0.4
C -0.4 0.9 -0.9
C -2.8 -0.3 -1.4
C 1.0 -0.7 -0.3
C -0.2 -0.5 0.3
C 0.0 0.1 0.1
C 0.1 0.3 0.2
N -0.4 3.3 0.8
O -2.7 -1.5 -0.8
O 3.5 -1.6 1.4
C 0.0 0.2 0.2
C 0.0 0.0 0.6
H 0.0 -0.2 0.2
H -0.2 0.0 -0.1
H -0.1 0.0 -0.2
H -0.2 -0.1 -0.1
H 0.0 -0.1 0.2
H 0.1 0.0 0.1
H -0.1 0.1 -0.3
H 0.0 -0.3 -0.2
H -0.1 0.0 0.4
H 0.2 0.4 -0.2
H -0.2 -0.2 0.1
H 0.2 0.1 -0.1
H -0.1 0.3 -0.1
H 0.0 0.1 -0.3
H -0.2 -0.3 0.0
H -0.1 -0.1 0.4
H 0.2 0.1 0.1
H -0.3 0.5 0.7
H 0.0 0.2 0.4
H -0.2 -0.3 0.1
H 0.2 -0.2 -0.1
H 0.3 0.1 -0.2
H 0.1 0.4 0.0
H -0.2 -0.1 0.4
H 0.0 0.1 0.3

Summary:
**Lowest unoccupied orbital energy**: -0.54 eV
**Energy**: -1395.527913 Ha
**SMILES string**: CN(C)c1ccc([C@H](c2cn(C)c3ccccc23)[C@@H](C(=O)c2ccccc2)[N+](=O)[O-])cc1
**Gap between HOMO and LUMO**: 0.258 Ha
**Spin multiplicity**: 1
**Largest force on an atom**: 0.0800 hartree/bohr
**Highest occupied orbital energy**: -7.56 eV

***

No. 2
A structure of composition C32H54AsF6N6O4S2 in a non-equilibrium geometry. Source: the OMol25 dataset; level of theory: ωB97M-V with the def2-TZVPD basis set.

Each line ends with the Löwdin charge.
Positions of all 105 atoms, in Å:
As  -11.487824  21.553206  14.416717  1.2341
F  -9.892663  21.851198  13.580325  -0.3559
F  -12.282598  21.178929  12.899508  -0.2166
F  -13.122881  21.348666  15.185504  -0.4001
F  -10.738621  21.843438  16.003924  -0.0514
F  -11.742536  23.291439  14.190237  -0.2724
F  -11.103558  19.775305  14.686827  -0.2889
C  -7.240606  24.943882  14.776750  -0.1358
C  -7.392891  24.011749  13.671375  -0.2235
C  -8.650537  23.082482  13.780295  -0.2235
C  -8.477547  22.068975  14.849911  -0.2555
N  -8.278869  21.281869  15.614447  0.2109
H  -7.070637  24.440800  15.728660  0.0875
H  -8.122666  25.584072  14.762256  0.0673
H  -6.393875  25.625065  14.692279  0.0819
H  -6.505281  23.383893  13.593627  0.1183
H  -7.527405  24.625754  12.780875  0.1071
H  -8.687753  22.571935  12.817978  0.1118
H  -9.582873  23.565374  14.072947  0.1021
C  -10.609393  25.557389  12.268560  -0.0940
C  -11.781436  25.453397  13.178151  -0.2278
C  -11.453955  25.534621  14.659178  -0.2153
C  -10.803246  26.801373  15.014790  -0.2301
N  -10.302797  27.751522  15.408707  0.1621
H  -10.944038  25.531555  11.231523  0.0855
H  -9.866380  24.759875  12.267129  0.0430
H  -10.065341  26.499136  12.340772  0.0881
H  -12.228234  24.463999  13.080345  0.0692
H  -12.546789  26.205692  12.987397  0.1257
H  -10.780317  24.705757  14.876662  0.0669
H  -12.314075  25.486865  15.327026  0.1072
C  -10.521552  22.594706  11.613228  -0.1758
C  -9.478373  22.748095  10.508900  -0.1671
C  -9.902808  22.330347  9.076380  -0.2029
C  -8.882579  22.557724  8.045227  -0.2214
N  -8.106865  22.767107  7.243664  0.1241
H  -10.053053  22.637188  12.596486  -0.0429
H  -11.055474  21.644990  11.580849  0.0721
H  -11.242456  23.402819  11.737238  0.0675
H  -8.680166  22.034796  10.714285  0.1164
H  -9.016457  23.734168  10.459796  0.1119
H  -10.779704  22.912974  8.794075  0.0992
H  -10.256314  21.299360  9.062660  0.1049
C  -14.936235  24.418742  16.100634  -0.0463
C  -14.054209  23.516912  15.226230  -0.2517
C  -14.730489  22.432412  14.366955  -0.1733
C  -15.933825  22.852215  13.627560  -0.2165
N  -16.872710  23.136806  13.019186  0.1514
H  -15.553711  25.026569  15.439277  0.0801
H  -14.260732  25.047794  16.680357  0.0641
H  -15.627532  23.772349  16.641355  0.0790
H  -13.349509  23.019638  15.892729  0.0397
H  -13.350795  24.058573  14.593860  0.0830
H  -15.050287  21.624066  15.024549  0.1025
H  -13.990112  21.958443  13.722520  0.0799
C  -12.969678  17.723719  14.327214  -0.2252
C  -13.709221  18.637606  15.320920  -0.2017
C  -13.126423  18.214024  16.718229  -0.1832
S  -11.309021  17.823650  16.492857  0.7561
O  -11.000629  16.553075  17.148892  -0.3599
O  -10.502123  19.019854  16.764927  -0.3630
C  -11.458180  17.597750  14.587861  -0.1901
H  -13.101414  18.010136  13.283802  0.1094
H  -13.443226  16.742682  14.289314  0.1095
H  -14.751565  18.463252  15.054040  0.1114
H  -13.538329  19.713956  15.301879  0.0477
H  -13.501388  17.269801  17.113135  0.0879
H  -13.262865  18.969922  17.491611  0.0795
H  -11.144459  16.564792  14.437286  0.0889
H  -10.815871  18.271667  14.020961  0.0880
C  -14.754282  22.992411  9.926397  -0.2338
C  -14.182819  22.585677  11.186541  -0.2438
C  -12.882691  21.773663  10.908542  -0.2079
S  -12.985516  20.978210  9.231463  0.7797
O  -13.073747  19.539844  9.312333  -0.3428
O  -12.024761  21.574613  8.266525  -0.3971
C  -14.685500  21.774126  8.962971  -0.1818
H  -14.082467  23.741599  9.507499  0.1224
H  -15.772877  23.342734  10.093226  0.1193
H  -14.854717  21.974539  11.789172  0.0890
H  -13.970808  23.425245  11.848566  0.1169
H  -12.753164  21.108622  11.762380  0.0028
H  -12.019569  22.431150  10.804501  0.0294
H  -15.457268  21.125386  9.377242  0.0934
H  -14.974485  21.855992  7.915170  0.0931
N  -15.476744  20.846286  17.377944  0.0500
C  -16.082828  21.351191  18.529380  -0.1243
C  -15.288221  22.349435  19.044541  -0.1342
C  -14.117065  22.389430  18.360617  -0.1051
C  -14.214965  21.415862  17.331277  -0.1242
H  -15.939708  20.215152  16.739630  0.1418
H  -17.045366  21.009986  18.880818  0.0969
H  -15.542019  22.950002  19.905534  0.1007
H  -13.258019  22.970929  18.661129  0.1063
H  -13.497729  21.133583  16.574781  0.0573
N  -11.133424  23.828868  16.409679  0.0200
C  -12.223929  24.348443  16.983367  -0.2285
C  -11.928053  25.607196  17.505572  -0.0902
C  -10.591639  25.839645  17.274742  -0.1263
C  -10.157353  24.810640  16.445610  -0.1718
H  -10.940483  22.897476  16.070009  -0.1505
H  -13.186311  23.869790  17.088833  0.0340
H  -12.593963  26.175925  18.137644  0.1054
H  -10.043774  26.728557  17.550551  0.0996
H  -9.141350  24.687206  16.100795  0.0934

Forces on the atoms, in the same order (eV/Å):
As 0.5 -3.1 0.7
F -8.9 -10.7 4.8
F 1.9 -0.6 6.6
F 6.2 -1.3 -2.2
F 0.4 -8.2 -2.0
F 0.7 -4.8 -0.3
F -0.9 5.8 -1.4
C 0.4 1.5 1.4
C -0.6 -0.9 -0.7
C 6.3 3.7 1.5
C 2.4 3.9 -2.4
N 1.3 -3.1 3.3
H -0.4 0.0 0.2
H 0.0 0.2 0.6
H 0.2 0.0 -0.3
H 0.0 -0.1 -0.4
H 0.2 -0.3 -0.4
H 1.9 1.2 0.2
H 1.1 1.3 -0.6
C 0.8 0.8 -1.5
C -1.2 0.3 0.6
C 0.6 2.5 -2.8
C -0.4 -0.5 -1.0
N 0.4 1.2 -0.6
H -0.2 0.1 -0.2
H -0.2 0.1 0.7
H 0.0 0.1 0.3
H -0.4 1.1 -0.9
H 0.0 0.1 -0.6
H -0.5 2.0 -1.2
H 0.1 0.0 -0.6
C 1.4 1.4 -1.1
C 0.3 -0.7 -0.7
C 0.3 1.0 0.7
C -1.4 -0.4 1.8
N 1.3 0.3 -1.3
H -1.3 1.8 -4.6
H 2.0 0.5 -0.1
H 0.0 -0.1 -0.8
H 0.4 0.1 0.4
H -0.1 0.1 0.2
H 0.5 0.1 -0.1
H 0.7 0.2 0.0
C -0.6 -0.5 -1.9
C -0.4 0.6 -0.2
C -1.6 0.8 0.0
C -0.2 0.3 -0.2
N 0.4 -0.1 0.4
H 0.0 0.3 0.1
H -1.0 0.1 0.1
H 0.2 0.3 0.6
H -1.3 0.3 -0.9
H -1.3 0.5 0.2
H -0.5 0.2 -0.2
H -1.3 0.8 -0.6
C 0.7 0.4 -1.2
C 1.1 -0.8 0.8
C -0.3 -0.5 -0.3
S 0.3 1.3 -1.0
O -0.4 1.0 -0.6
O -0.9 -2.1 0.9
C -0.3 -2.1 1.3
H 0.0 0.6 -0.1
H 0.0 -0.2 0.7
H -0.4 -0.1 1.0
H 0.0 -1.3 -0.9
H -0.2 -0.1 -0.2
H 0.3 0.0 -0.1
H 0.0 -0.1 0.1
H -0.2 -1.0 0.3
C 0.0 0.3 -2.8
C 1.6 -1.8 1.7
C -2.2 0.6 -3.6
S -1.7 2.2 -0.1
O 0.1 0.0 0.0
O -3.3 -1.6 0.9
C -0.4 -0.6 0.7
H -0.4 0.6 -0.1
H 0.0 0.2 -0.5
H -0.1 -0.2 -0.5
H 0.3 0.2 -0.1
H -1.1 -0.5 -4.4
H -1.9 -0.4 -0.7
H 0.4 -0.8 0.1
H 0.6 0.5 0.0
N 0.5 0.9 2.2
C -0.7 0.4 -0.8
C -2.2 -0.7 1.6
C 1.5 -1.9 -1.8
C -0.1 0.7 1.4
H 0.5 0.0 0.1
H 0.0 0.1 -0.3
H 0.0 -0.1 0.0
H -0.1 -0.3 -0.2
H -0.9 0.0 2.1
N 0.6 5.2 3.2
C -0.1 0.8 2.2
C -1.2 -1.2 1.3
C 1.3 -0.4 -0.4
C 1.2 -1.0 4.7
H -0.6 3.6 1.1
H 1.6 0.2 0.4
H -0.1 0.1 -0.2
H 0.0 -0.2 -0.1
H -0.4 -0.4 0.0

Summary:
**Lowest unoccupied orbital energy**: 0.98 eV
**Energy**: -5511.886842 Ha
**Gap between HOMO and LUMO**: 0.229 Ha
**Spin multiplicity**: 1
**Charge**: -1
**Largest force on an atom**: 0.2862 hartree/bohr
**Highest occupied orbital energy**: -5.24 eV

***

No. 3
An isolated molecule of C4H7NO in a non-equilibrium geometry. Source: the OMol25 dataset; level of theory: ωB97M-V with the def2-TZVPD basis set.

Each line ends with the Löwdin charge.
Positions of all 13 atoms, in Å:
C  -1.997001  -0.675141  0.239343  -0.0580
C  0.297392  -0.253619  -0.415581  -0.1059
O  -1.044680  0.415351  0.252377  -0.1544
C  1.406714  0.469474  0.334904  -0.2688
C  2.654036  0.068710  -0.322178  -0.2565
N  3.618754  -0.248987  -0.874263  0.1350
H  -2.988846  -0.266362  0.437196  0.0937
H  -1.931856  -1.197955  -0.715778  0.0889
H  -1.665370  -1.350125  1.024514  0.0984
H  0.210848  0.192947  -1.419679  0.0552
H  -1.384999  1.194020  -0.224040  0.1546
H  1.452276  0.134759  1.378906  0.1091
H  1.376302  1.573181  0.347187  0.1087

Forces on the atoms, in the same order (eV/Å):
C -0.3 -0.1 0.1
C 0.1 0.2 -0.2
O 0.0 -0.1 -0.1
C 0.2 0.0 0.1
C 0.9 -0.2 -0.4
N -0.8 0.3 0.5
H 0.0 0.0 0.0
H -0.1 0.2 0.1
H -0.1 0.1 -0.1
H 0.1 0.0 0.1
H 0.1 -0.3 0.1
H 0.0 0.0 -0.2
H 0.0 -0.1 -0.1

Summary:
**Lowest unoccupied orbital energy**: 0.07 eV
**Energy**: -286.441055 Ha
**Gap between HOMO and LUMO**: 0.290 Ha
**Spin multiplicity**: 1
**Largest force on an atom**: 0.0199 hartree/bohr
**Highest occupied orbital energy**: -7.83 eV